Entry 1:
Computed, not measured: C4H7NO2 in the gas phase, with ωB97M-V with the def2-TZVPD basis set.

Results
Highest occupied orbital energy, eV: -10.021
HOMO-LUMO gap, eV: 10.78
ΔE to the lowest compared entry with this formula, charge and spin, kcal per mole: 0.8
SMILES: C[C@H]1CNC(=O)O1
Net charge: 0

The geometry in XYZ format:
```
14
C4H7NO2 ωB97M-V with the def2-TZVPD basis set
C -1.533 -0.933 0.052
C -0.351 -0.269 -0.627
C -0.008 1.132 -0.062
N 1.239 0.862 0.612
C 1.766 -0.362 0.278
O 2.856 -0.794 0.548
O 0.829 -1.057 -0.420
H -1.410 -0.919 1.141
H -1.621 -1.973 -0.275
H -2.460 -0.408 -0.204
H -0.514 -0.225 -1.708
H -0.778 1.477 0.639
H 0.100 1.881 -0.856
H 1.884 1.588 0.882
```

---

Entry 2:
Computed, not measured: C4H3IrO5 as an isolated structure in a non-equilibrium geometry, with ωB97M-V with the def2-TZVPD basis set.

Results
Highest occupied orbital energy (spin up / spin down), eV: -12.784 / -15.259
HOMO-LUMO gap (spin up / spin down), eV: 6.34 / 6.45
ΔE to the lowest compared entry with this formula, charge and spin, kcal per mole: 36.1
Net charge: +1
Multiplicity: 6

The geometry in XYZ format:
```
13
C4H3IrO5 ωB97M-V with the def2-TZVPD basis set
C 0.719 -1.251 -0.217
C -0.622 -0.951 -0.243
O -1.045 0.004 0.729
C -1.866 0.990 0.370
O -2.158 1.276 -0.761
O -2.143 1.700 1.453
H 0.893 -2.322 -0.369
H -1.431 -1.643 -0.481
H -2.529 2.549 1.198
O 3.331 -0.497 -1.956
O 2.776 0.433 0.033
C 2.551 -0.183 -1.076
Ir 1.525 -0.105 1.319
```

---

Number 1: E -9847.2434 eV. Number 2: E -17255.8566 eV.